Computed, not measured: C20H53NNbO4P2 as an isolated structure, with the ωB97M-V functional and the def2-TZVPD basis.

Total energy   -1889.1077 a.u.
Charge   -1
Maximum force   4.36 eV/A
E_HOMO   -4.2 eV

Atoms and positions in Å:
C (11.49, -0.12, -0.26)
P (10.41, -1.45, 0.48)
C (11.47, -2.95, 0.17)
Nb (8.47, -1.75, -1.20)
O (6.98, -1.96, -2.57)
O (7.89, -3.54, -0.21)
N (8.30, -3.50, 1.08)
O (7.48, -3.85, 1.86)
P (7.03, -0.42, 0.52)
O (7.18, 1.08, 0.51)
H (11.05, 0.84, -0.07)
H (12.47, -0.16, 0.19)
H (11.57, -0.26, -1.32)
H (11.92, -2.88, -0.80)
H (12.21, -3.03, 0.95)
H (10.83, -3.81, 0.17)
H (9.04, -0.22, -1.97)
H (9.68, -2.68, -2.22)
H (6.42, -1.18, -2.65)
H (5.67, -0.79, 0.27)
H (7.21, -0.94, 1.82)
C (-0.89, 0.11, 1.46)
C (-0.14, -1.11, 1.97)
C (1.29, -0.81, 2.43)
C (2.21, -0.26, 1.35)
C (2.37, -1.16, 0.12)
C (2.98, -2.52, 0.45)
H (-0.40, 0.55, 0.59)
H (-1.90, -0.16, 1.16)
H (-0.96, 0.88, 2.23)
H (-0.12, -1.88, 1.19)
H (-0.69, -1.54, 2.81)
H (1.72, -1.71, 2.86)
H (1.24, -0.08, 3.25)
H (3.20, -0.09, 1.78)
H (1.86, 0.72, 1.02)
H (3.01, -0.65, -0.60)
H (1.40, -1.30, -0.37)
H (3.96, -2.40, 0.90)
H (3.10, -3.12, -0.46)
H (2.35, -3.10, 1.14)
C (-8.02, 1.19, 2.51)
C (-7.39, -0.12, 2.98)
C (-5.94, 0.02, 3.42)
C (-4.98, 0.49, 2.32)
C (-4.94, -0.41, 1.08)
C (-4.47, -1.83, 1.38)
H (-7.51, 1.59, 1.64)
H (-9.07, 1.04, 2.23)
H (-7.99, 1.94, 3.30)
H (-7.48, -0.87, 2.19)
H (-7.97, -0.51, 3.82)
H (-5.59, -0.93, 3.83)
H (-5.89, 0.74, 4.25)
H (-3.97, 0.54, 2.75)
H (-5.23, 1.51, 2.02)
H (-4.26, 0.05, 0.36)
H (-5.92, -0.44, 0.61)
H (-3.46, -1.82, 1.81)
H (-4.43, -2.42, 0.46)
H (-5.13, -2.34, 2.07)
C (-6.29, 2.66, -1.17)
C (-4.86, 2.58, -1.69)
C (-4.50, 3.68, -2.69)
C (-5.34, 3.68, -3.97)
C (-5.29, 2.38, -4.77)
C (-3.89, 2.02, -5.26)
H (-7.02, 2.56, -1.97)
H (-6.48, 1.86, -0.45)
H (-6.47, 3.62, -0.67)
H (-4.69, 1.60, -2.15)
H (-4.17, 2.64, -0.85)
H (-3.44, 3.60, -2.94)
H (-4.62, 4.65, -2.20)
H (-4.99, 4.50, -4.61)
H (-6.38, 3.91, -3.73)
H (-5.96, 2.48, -5.63)
H (-5.69, 1.56, -4.17)
H (-3.49, 2.81, -5.90)
H (-3.91, 1.10, -5.85)
H (-3.20, 1.87, -4.44)